{"formula": "C22H38IrNO2P3", "method": "the ωB97M-V functional and the def2-TZVPD basis", "gap_ev": [6.9, 5.1], "lumo_energy_ev": [-12.67, -16.66], "largest_force_ev_per_a": 8.87, "spin_multiplicity": 6, "total_charge": 4, "homo_ha": [-0.71775, -0.79815], "e_tot_ha": -2192.89247, "symbols": ["P", "C", "H", "H", "H", "C", "H", "H", "H", "C", "H", "H", "H", "P", "C", "H", "H", "H", "C", "H", "H", "H", "C", "H", "H", "H", "P", "C", "H", "H", "H", "C", "H", "H", "H", "C", "H", "H", "H", "Ir", "C", "O", "C", "O", "C", "C", "C", "C", "C", "C", "H", "H", "H", "H", "H", "H", "C", "C", "C", "N", "C", "C", "H", "H", "H", "H", "H"], "positions_angstrom": [[2.553, -0.318, 0.050], [3.341, -0.604, 1.718], [4.442, -0.638, 1.608], [3.042, -1.563, 2.167], [3.118, 0.191, 2.443], [3.280, -1.862, -0.674], [3.306, -1.855, -1.774], [2.742, -2.769, -0.352], [4.334, -1.980, -0.338], [3.738, 0.990, -0.448], [4.774, 0.591, -0.435], [3.718, 1.844, 0.256], [3.558, 1.399, -1.455], [-0.835, 2.968, -0.418], [-0.906, 4.095, 1.054], [-1.428, 5.038, 0.786], [0.095, 4.386, 1.408], [-1.453, 3.667, 1.909], [0.089, 4.188, -1.452], [0.017, 3.998, -2.534], [1.161, 4.227, -1.184], [-0.316, 5.213, -1.290], [-2.594, 3.247, -0.900], [-2.771, 4.329, -1.081], [-3.289, 2.944, -0.095], [-2.905, 2.711, -1.811], [-2.032, -1.590, 0.053], [-2.894, -1.917, 1.672], [-3.470, -2.863, 1.609], [-3.619, -1.127, 1.921], [-2.205, -2.023, 2.522], [-3.600, -1.584, -0.917], [-4.285, -2.380, -0.552], [-3.452, -1.772, -1.991], [-4.141, -0.625, -0.811], [-1.434, -3.335, -0.124], [-2.293, -4.031, -0.131], [-0.794, -3.634, 0.727], [-0.852, -3.519, -1.040], [-0.134, 0.459, 0.164], [0.992, 1.647, 1.318], [1.588, 2.334, 2.077], [-1.699, 0.923, 1.321], [-2.550, 1.259, 2.079], [-1.397, 0.034, -3.318], [-0.746, -1.184, -3.255], [0.653, -1.233, -3.107], [1.386, -0.078, -3.314], [0.738, 1.171, -3.376], [-0.637, 1.201, -3.522], [-2.460, 0.092, -3.434], [-1.270, -2.090, -3.392], [1.127, -2.192, -3.059], [2.424, -0.117, -3.501], [1.335, 2.047, -3.530], [-1.130, 2.072, -3.860], [0.742, -2.564, 3.968], [0.297, -1.274, 4.156], [0.066, -0.452, 3.053], [0.258, -0.899, 1.830], [0.719, -2.147, 1.612], [0.956, -3.003, 2.671], [0.926, -3.218, 4.816], [0.125, -0.885, 5.164], [-0.279, 0.571, 3.275], [0.913, -2.498, 0.578], [1.322, -4.017, 2.488]]}



{"formula": "C5H12O2", "method": "the ωB97M-V functional and the def2-TZVPD basis", "gap_ev": 11.0, "smiles": "CC[C@@H](O)CCO", "lumo_energy_ev": 0.89, "largest_force_ev_per_a": 3.11, "total_charge": 0, "homo_ha": -0.37067, "e_tot_ha": -348.12747, "symbols": ["C", "C", "C", "O", "C", "C", "O", "H", "H", "H", "H", "H", "H", "H", "H", "H", "H", "H", "H"], "positions_angstrom": [[-2.062, 1.613, 0.912], [-1.038, 1.130, -0.109], [0.106, 0.329, 0.520], [-0.381, -0.804, 1.228], [1.081, -0.127, -0.574], [1.957, -1.319, -0.287], [1.139, -2.411, -1.052], [-2.900, 2.124, 0.427], [-2.456, 0.766, 1.483], [-1.609, 2.313, 1.625], [-0.614, 1.983, -0.657], [-1.521, 0.490, -0.861], [0.567, 0.951, 1.304], [-0.662, -1.451, 0.565], [1.537, 0.701, -1.135], [0.569, -0.890, -1.266], [1.928, -1.672, 0.746], [2.972, -1.259, -0.684], [1.482, -2.662, -1.928]]}



{"formula": "C7H12O4Se", "method": "the ωB97M-V functional and the def2-TZVPD basis", "gap_ev": [7.4, 7.4], "lumo_energy_ev": [-0.08, -0.08], "largest_force_ev_per_a": 3.65, "total_charge": 0, "homo_ha": [-0.27638, -0.27645], "e_tot_ha": -2976.21898, "symbols": ["C", "C", "C", "C", "C", "C", "C", "O", "O", "O", "O", "Se", "H", "H", "H", "H", "H", "H", "H", "H", "H", "H", "H", "H"], "positions_angstrom": [[-1.521, 0.749, 0.468], [-0.550, -1.497, -1.205], [0.035, 0.785, 3.181], [1.965, 0.157, -3.002], [-1.433, 0.939, 2.828], [1.270, -1.155, -2.684], [-1.929, -1.212, -0.915], [-1.181, 1.775, -0.014], [0.109, -2.221, -0.478], [-1.739, 0.223, 1.593], [-0.085, -0.899, -2.310], [-2.494, -2.381, 0.435], [0.221, 1.246, 4.148], [0.298, -0.267, 3.233], [0.658, 1.269, 2.432], [2.039, 0.775, -2.111], [2.960, -0.040, -3.385], [1.395, 0.700, -3.750], [-1.704, 1.991, 2.699], [-2.073, 0.466, 3.575], [1.767, -1.687, -1.866], [1.244, -1.803, -3.568], [-2.611, -0.809, -1.645], [-3.873, -1.899, 0.455]]}



{"formula": "C9H14O", "method": "the ωB97M-V functional and the def2-TZVPD basis", "gap_ev": [3.4, 7.2], "lumo_energy_ev": [3.83, 3.78], "largest_force_ev_per_a": 1.94, "spin_multiplicity": 2, "total_charge": -1, "homo_ha": [0.01672, -0.12386], "e_tot_ha": -426.50513, "symbols": ["C", "C", "H", "H", "H", "H", "H", "H", "C", "C", "C", "C", "C", "C", "C", "O", "H", "H", "H", "H", "H", "H", "H", "H"], "positions_angstrom": [[-2.164, -2.413, 0.876], [-0.887, -1.664, 0.455], [-1.860, -3.451, 1.088], [-2.652, -2.088, 1.792], [-2.806, -2.558, 0.003], [-0.148, -1.794, 1.243], [-0.459, -2.102, -0.446], [-1.075, -0.603, 0.344], [-0.927, 2.330, 0.949], [2.106, 0.184, 0.079], [1.936, 0.078, -1.287], [1.090, 0.860, 0.834], [0.022, 1.473, 0.164], [0.830, 0.557, -1.966], [-0.046, 1.434, -1.216], [2.914, -0.648, -2.030], [2.974, -0.344, 0.462], [1.031, 0.695, 1.907], [0.662, 0.211, -2.977], [3.623, -0.014, -2.156], [-1.460, 1.734, 1.708], [-1.712, 2.778, 0.333], [-0.571, 2.251, -1.706], [-0.421, 3.095, 1.548]]}



One value per record, in order, for ΔE to the lowest compared entry with this formula, charge and spin: 2.361, 2.105, 0.489, 0.523 eV.